(1)
This record from the OMol25 dataset describes a molecular structure, C50H32F18Ge2N4ReS. The level of theory is ωB97M-V/def2-TZVPD.

Output
* ΔE to the lowest compared entry with this formula, charge and spin: 23.3 kJ/mol
* spin multiplicity: 2
* max |F|: 0.9 eV/A
* HOMO-LUMO gap (alpha / beta): 4.80 / 4.61 eV
* HOMO (alpha / beta): -0.9 / -0.7 eV
* total charge: -2

Atoms and positions in Å:
1 Re -0.527 -0.139 -0.009
2 F 0.295 0.912 2.802
3 C -0.659 0.092 2.203
4 F -1.844 0.579 2.752
5 F -0.487 -1.094 2.923
6 N 1.291 0.019 -7.406
7 C 0.992 0.024 -6.291
8 C 0.622 0.024 -4.909
9 C 1.201 0.924 -4.009
10 C 0.844 0.902 -2.676
11 C -0.098 0.001 -2.106
12 C -0.674 -0.865 -3.079
13 C -0.337 -0.870 -4.416
14 H 1.922 1.648 -4.373
15 H 1.285 1.656 -2.036
16 H -1.428 -1.569 -2.744
17 H -0.814 -1.567 -5.097
18 C 1.588 -2.797 1.069
19 N 2.696 -2.215 0.321
20 C 3.218 -3.063 -0.737
21 C 2.710 -0.849 0.127
22 N 1.677 -0.109 0.315
23 N 3.963 -0.352 -0.250
24 C 4.037 1.027 -0.679
25 C 5.108 -0.767 0.540
26 H 1.808 -3.858 1.213
27 H 0.629 -2.681 0.562
28 H 1.494 -2.311 2.039
29 H 2.417 -3.390 -1.410
30 H 3.684 -3.952 -0.306
31 H 3.956 -2.523 -1.325
32 H 1.909 0.880 0.359
33 H 3.963 1.738 0.158
34 H 3.244 1.237 -1.390
35 H 4.996 1.188 -1.174
36 H 4.956 -1.777 0.910
37 H 5.264 -0.102 1.402
38 H 6.012 -0.746 -0.074
39 C -1.509 -1.573 -0.037
40 Ge -2.619 -3.092 0.045
41 C -2.910 -3.598 1.914
42 C -3.229 -2.587 2.824
43 C -3.425 -2.874 4.168
44 C -3.294 -4.177 4.629
45 C -2.954 -5.189 3.743
46 C -2.763 -4.897 2.397
47 C -1.776 -4.572 -0.933
48 C -0.548 -4.352 -1.557
49 C 0.085 -5.367 -2.267
50 C -0.498 -6.622 -2.355
51 C -1.724 -6.858 -1.745
52 C -2.356 -5.837 -1.047
53 C -4.396 -2.923 -0.774
54 C -5.551 -2.746 -0.014
55 C -6.797 -2.620 -0.618
56 C -6.908 -2.679 -1.999
57 C -5.769 -2.857 -2.773
58 C -4.528 -2.973 -2.163
59 H -3.275 -1.556 2.490
60 H -3.651 -2.070 4.858
61 H -3.438 -4.399 5.680
62 H -2.827 -6.205 4.100
63 H -2.483 -5.697 1.720
64 H -0.096 -3.365 -1.495
65 H 1.032 -5.171 -2.757
66 H -0.004 -7.414 -2.907
67 H -2.189 -7.834 -1.821
68 H -3.326 -6.027 -0.597
69 H -5.479 -2.707 1.068
70 H -7.681 -2.471 -0.009
71 H -7.877 -2.574 -2.473
72 H -5.845 -2.890 -3.853
73 H -3.646 -3.107 -2.781
74 F -1.037 3.531 -2.954
75 C -2.092 4.305 -2.729
76 C -2.616 4.474 -1.460
77 C -3.720 5.297 -1.356
78 F -4.290 5.509 -0.153
79 C -4.292 5.944 -2.435
80 F -5.360 6.742 -2.286
81 C -3.738 5.758 -3.687
82 F -4.270 6.375 -4.750
83 C -2.638 4.940 -3.840
84 F -2.108 4.771 -5.055
85 Ge -1.974 3.501 0.167
86 S -0.151 2.439 0.105
87 C -1.749 4.910 1.560
88 C -1.500 6.241 1.298
89 F -1.531 6.721 0.040
90 C -1.202 7.163 2.288
91 F -0.973 8.452 1.989
92 C -1.141 6.742 3.601
93 F -0.858 7.619 4.574
94 C -1.370 5.414 3.907
95 F -1.309 5.013 5.182
96 C -1.658 4.521 2.887
97 F -1.849 3.254 3.233
98 C -3.627 2.478 0.506
99 C -3.992 1.596 -0.498
100 F -3.226 1.457 -1.581
101 C -5.195 0.909 -0.494
102 F -5.529 0.107 -1.504
103 C -6.074 1.108 0.554
104 F -7.246 0.463 0.583
105 C -5.759 2.005 1.556
106 F -6.628 2.218 2.556
107 C -4.555 2.687 1.505
108 F -4.339 3.579 2.487

=====

(2)
This record from the OMol25 dataset describes a molecular structure, C50H33N2PS2V at a distorted geometry. The level of theory is ωB97M-V/def2-TZVPD.

Output
* ΔE to the lowest compared entry with this formula, charge and spin: 0.0 kJ/mol
* spin multiplicity: 2
* max |F|: 1.7 eV/A
* HOMO-LUMO gap (alpha / beta): 5.76 / 6.18 eV
* HOMO (alpha / beta): -12.7 / -12.7 eV
* total charge: +2

Atoms and positions in Å:
1 V -0.021 -0.618 0.104
2 S -5.029 -3.379 -0.993
3 C -6.333 -4.475 -0.963
4 C -6.343 -5.233 0.169
5 C -5.272 -4.925 1.033
6 C -4.454 -3.933 0.551
7 C -3.240 -3.403 1.145
8 C -2.512 -2.384 0.497
9 N -1.373 -1.900 0.956
10 C -0.882 -2.368 2.125
11 C -1.532 -3.365 2.864
12 C -0.933 -3.796 4.095
13 C 0.215 -3.247 4.547
14 C 0.883 -2.208 3.817
15 C 2.060 -1.582 4.241
16 C 2.645 -0.571 3.484
17 C 1.995 -0.214 2.285
18 N 0.886 -0.802 1.854
19 C 0.325 -1.788 2.602
20 C 3.874 0.094 3.881
21 C 4.629 -0.118 5.007
22 C 5.788 0.685 5.061
23 C 5.906 1.502 3.978
24 S 4.616 1.309 2.881
25 C -2.724 -3.882 2.346
26 H -7.027 -4.503 -1.788
27 H -7.086 -5.987 0.375
28 H -5.123 -5.422 1.980
29 H -2.872 -1.958 -0.432
30 H -1.428 -4.578 4.657
31 H 0.653 -3.579 5.479
32 H 2.514 -1.891 5.173
33 H 2.399 0.584 1.672
34 H 4.371 -0.826 5.782
35 H 6.503 0.658 5.868
36 H 6.686 2.213 3.760
37 H -3.242 -4.662 2.888
38 C 5.283 3.347 -0.102
39 C 4.099 4.050 0.059
40 C 2.878 3.426 -0.147
41 C 2.837 2.081 -0.513
42 C 4.031 1.362 -0.616
43 C 5.246 1.998 -0.426
44 P 1.272 1.226 -0.953
45 C 0.247 2.642 -1.457
46 C 0.059 3.024 -2.778
47 C -0.666 4.175 -3.063
48 C -1.186 4.949 -2.039
49 C -0.998 4.571 -0.715
50 C -0.291 3.418 -0.425
51 C 1.757 0.312 -2.446
52 C 2.566 0.852 -3.419
53 C 3.016 0.063 -4.489
54 C 2.639 -1.249 -4.581
55 C 1.798 -1.833 -3.609
56 C 1.393 -3.187 -3.687
57 C 0.631 -3.751 -2.701
58 C 0.246 -2.988 -1.583
59 C 0.581 -1.653 -1.479
60 C 1.364 -1.048 -2.507
61 H 6.232 3.853 0.014
62 H 4.121 5.098 0.329
63 H 1.969 3.998 -0.048
64 H 4.012 0.310 -0.876
65 H 6.167 1.442 -0.542
66 H 0.477 2.435 -3.584
67 H -0.804 4.477 -4.093
68 H -1.754 5.841 -2.268
69 H -1.399 5.179 0.086
70 H -0.145 3.110 0.606
71 H 2.873 1.889 -3.355
72 H 3.677 0.493 -5.229
73 H 2.998 -1.868 -5.394
74 H 1.700 -3.774 -4.543
75 H 0.322 -4.785 -2.765
76 H -0.333 -3.489 -0.815
77 C -1.533 0.320 -0.456
78 C -2.517 0.989 -0.747
79 C -3.651 1.758 -1.083
80 C -4.066 1.911 -2.410
81 C -5.173 2.688 -2.692
82 C -5.873 3.312 -1.666
83 C -5.465 3.160 -0.346
84 C -4.361 2.387 -0.048
85 H -3.511 1.425 -3.201
86 H -5.499 2.800 -3.717
87 H -6.747 3.908 -1.894
88 H -6.015 3.638 0.454
89 H -4.026 2.262 0.973

=====

(3)
This record from the OMol25 dataset describes a molecular structure, C50H35Cl3N2O8P2SiTa at a distorted geometry. The level of theory is ωB97M-V/def2-TZVPD.

Output
* ΔE to the lowest compared entry with this formula, charge and spin: 0.0 kJ/mol
* max |F|: 2.7 eV/A
* HOMO-LUMO gap: 7.27 eV
* HOMO: -11.1 eV
* total charge: +1

Atoms and positions in Å:
1 Ta 10.481 -11.159 14.159
2 C 11.480 -11.101 10.156
3 Si 12.083 -11.181 11.920
4 C 13.216 -12.704 12.080
5 C 14.467 -12.769 11.460
6 C 15.139 -13.987 11.358
7 C 14.536 -15.157 11.793
8 C 13.301 -15.114 12.424
9 C 12.699 -13.872 12.611
10 P 11.045 -13.778 13.351
11 C 9.986 -14.684 12.192
12 C 8.973 -15.555 12.615
13 C 8.109 -16.098 11.707
14 C 8.220 -15.766 10.367
15 C 9.216 -14.919 9.928
16 C 10.120 -14.361 10.861
17 C 11.116 -14.722 14.900
18 C 12.303 -15.202 15.402
19 C 12.304 -15.740 16.682
20 C 11.164 -15.713 17.447
21 C 9.971 -15.299 16.906
22 C 9.905 -14.833 15.612
23 C 13.037 -9.519 12.144
24 C 13.278 -8.758 10.983
25 C 13.778 -7.482 11.093
26 C 13.998 -6.935 12.350
27 C 13.595 -7.613 13.477
28 C 13.145 -8.927 13.434
29 P 12.758 -9.958 14.814
30 C 12.575 -8.937 16.321
31 C 11.684 -7.857 16.136
32 C 11.382 -7.083 17.236
33 C 11.950 -7.360 18.482
34 C 12.832 -8.444 18.591
35 C 13.113 -9.286 17.527
36 C 14.246 -10.991 15.027
37 C 15.380 -10.548 14.346
38 C 16.548 -11.301 14.465
39 C 16.530 -12.496 15.154
40 C 15.411 -12.905 15.831
41 C 14.249 -12.191 15.795
42 H 12.361 -11.080 9.455
43 H 11.105 -10.136 10.007
44 H 10.698 -11.830 9.913
45 H 14.811 -11.861 11.006
46 H 16.104 -13.982 10.898
47 H 14.957 -16.163 11.665
48 H 12.871 -16.002 12.835
49 H 8.964 -15.905 13.624
50 H 7.324 -16.747 12.053
51 H 7.582 -16.225 9.616
52 H 9.351 -14.694 8.877
53 H 10.993 -13.841 10.450
54 H 13.244 -14.929 14.906
55 H 13.231 -16.080 17.159
56 H 11.192 -16.028 18.488
57 H 9.084 -15.252 17.527
58 H 9.003 -14.380 15.272
59 H 13.187 -9.056 9.973
60 H 14.128 -6.991 10.200
61 H 14.412 -5.944 12.480
62 H 13.717 -7.127 14.442
63 H 11.210 -7.602 15.181
64 H 10.745 -6.181 17.158
65 H 11.706 -6.707 19.298
66 H 13.138 -8.670 19.590
67 H 13.682 -10.223 17.653
68 H 15.331 -9.624 13.807
69 H 17.396 -10.893 13.933
70 H 17.431 -13.071 15.197
71 H 15.409 -13.870 16.328
72 H 13.364 -12.508 16.295
73 Cl 6.516 -6.812 9.753
74 C 7.533 -7.488 10.989
75 C 7.740 -8.854 11.004
76 C 8.428 -9.427 12.073
77 Cl 8.811 -11.137 11.974
78 C 8.940 -8.701 13.164
79 O 9.693 -9.432 14.070
80 C 8.808 -7.302 13.059
81 Cl 9.246 -6.199 14.324
82 C 8.098 -6.719 11.992
83 H 7.465 -9.461 10.178
84 H 7.909 -5.649 11.956
85 O 10.827 -12.004 18.254
86 C 10.304 -11.925 17.184
87 O 10.962 -11.812 15.991
88 C 8.829 -11.667 17.082
89 C 8.250 -11.268 18.278
90 C 6.931 -10.847 18.231
91 C 6.226 -10.889 17.010
92 C 6.844 -11.308 15.870
93 C 8.198 -11.629 15.827
94 O 8.756 -12.129 14.753
95 N 6.021 -11.323 14.671
96 O 4.940 -11.868 14.796
97 O 6.477 -10.759 13.674
98 N 6.182 -10.453 19.449
99 O 5.004 -10.140 19.280
100 O 6.755 -10.576 20.516
101 H 8.750 -11.199 19.199
102 H 5.184 -10.475 17.016

=====

(4)
This record from the OMol25 dataset describes 6 unconnected molecules or ions with the total composition C50H39IN2O12. The level of theory is ωB97M-V/def2-TZVPD.

Output
* ΔE to the lowest compared entry with this formula, charge and spin: 0.0 kJ/mol
* max |F|: 0.7 eV/A
* HOMO-LUMO gap: 6.86 eV
* HOMO: -8.7 eV
* total charge: 0

Atoms and positions in Å:
1 C -4.879 2.295 3.487
2 O -4.794 1.680 4.760
3 C -4.701 0.267 4.685
4 C -3.512 -0.196 3.866
5 C -2.224 -0.010 4.327
6 C -1.962 0.701 5.634
7 C -1.139 1.955 5.417
8 O -0.395 2.418 6.224
9 C -1.143 -0.492 3.538
10 I 0.847 -0.260 4.212
11 C -1.333 -1.102 2.319
12 C -0.222 -1.604 1.437
13 C 0.135 -0.592 0.359
14 C 0.084 0.777 0.602
15 C 0.392 1.710 -0.376
16 C 0.757 1.289 -1.648
17 C 0.827 -0.074 -1.893
18 C 0.529 -1.016 -0.913
19 C 0.644 -2.480 -1.258
20 C -2.662 -1.254 1.835
21 N -2.835 -1.832 0.610
22 C -4.073 -1.953 0.228
23 C -5.163 -1.534 1.013
24 N -5.038 -0.962 2.177
25 C -3.747 -0.816 2.606
26 H -5.467 1.687 2.799
27 H -3.891 2.471 3.050
28 H -5.342 3.268 3.618
29 H -4.543 -0.065 5.708
30 H -5.624 -0.191 4.343
31 H -2.886 1.066 6.070
32 H -1.486 0.052 6.367
33 H -1.281 2.443 4.432
34 H -0.567 -2.498 0.929
35 H 0.644 -1.890 2.024
36 H -0.201 1.162 1.571
37 H 0.329 2.768 -0.167
38 H 0.985 2.033 -2.393
39 H 1.112 -0.400 -2.885
40 H -0.312 -2.943 -1.493
41 H 1.299 -2.594 -2.119
42 H 1.109 -3.022 -0.435
43 H -4.264 -2.401 -0.739
44 H -6.164 -1.691 0.633
45 O 2.464 -5.647 7.478
46 C 2.630 -5.390 6.306
47 C 2.929 -4.008 5.852
48 C 3.109 -3.729 4.564
49 C 3.019 -4.785 3.526
50 O 3.183 -4.530 2.351
51 C 2.720 -6.167 3.979
52 C 2.541 -6.447 5.266
53 H 2.989 -3.251 6.624
54 H 3.327 -2.728 4.213
55 H 2.658 -6.922 3.206
56 H 2.323 -7.447 5.618
57 O 3.833 0.649 4.206
58 C 4.208 1.380 3.313
59 C 3.676 1.235 1.934
60 C 4.078 2.038 0.953
61 C 5.074 3.111 1.196
62 O 5.440 3.846 0.305
63 C 5.605 3.254 2.577
64 C 5.203 2.452 3.559
65 H 2.947 0.449 1.778
66 H 3.700 1.950 -0.058
67 H 6.330 4.043 2.733
68 H 5.574 2.540 4.572
69 O 1.417 4.313 -2.453
70 C 2.029 4.899 -3.322
71 C 1.667 4.738 -4.752
72 C 2.338 5.381 -5.704
73 C 3.471 6.282 -5.379
74 O 4.080 6.869 -6.248
75 C 3.832 6.439 -3.946
76 C 3.163 5.798 -2.992
77 H 0.835 4.073 -4.976
78 H 2.094 5.277 -6.755
79 H 4.662 7.099 -3.730
80 H 3.408 5.898 -1.942
81 O -5.464 5.474 -6.207
82 C -4.369 4.963 -6.148
83 C -3.143 5.723 -6.504
84 C -1.940 5.160 -6.442
85 C -1.773 3.750 -6.013
86 O -0.673 3.236 -5.953
87 C -2.994 2.990 -5.656
88 C -4.198 3.552 -5.718
89 H -3.288 6.750 -6.814
90 H -1.034 5.696 -6.697
91 H -2.846 1.963 -5.345
92 H -5.102 3.016 -5.462
93 O -1.440 -4.811 -2.441
94 C -0.919 -5.715 -3.058
95 C 0.295 -6.396 -2.542
96 C 0.870 -7.386 -3.219
97 C 0.322 -7.853 -4.518
98 O 0.844 -8.756 -5.134
99 C -0.892 -7.170 -5.033
100 C -1.467 -6.180 -4.356
101 H 0.678 -6.041 -1.594
102 H 1.756 -7.896 -2.863
103 H -1.275 -7.525 -5.982
104 H -2.353 -5.670 -4.713